23
Properties=species:S:1:pos:R:3 method="wB97M-V/def2-TZVPD" e_tot_ev=-14311.22037 e_lumo_ev=0.47 total_charge=0 gap_ha=0.356
C 2.257 -1.024 -0.698
C 0.919 -0.788 -0.103
C 0.537 0.742 -0.061
C -0.828 1.165 0.521
C -1.877 0.165 0.097
H 3.358 -0.503 1.044
H 4.053 -0.202 -0.412
H 2.367 -2.121 -0.445
H 2.520 -0.677 -1.626
H 0.737 -1.054 0.720
H -0.037 -1.296 -0.733
H 1.477 1.058 0.646
H 0.607 1.227 -1.319
H -0.816 1.066 1.783
H -1.522 2.277 -1.199
H -2.178 2.473 0.216
H -2.001 -1.568 1.757
N 3.315 -0.298 0.253
N -1.108 2.477 0.042
N -2.760 0.214 -0.861
N -3.495 -0.770 -0.827
N -3.277 -1.598 0.256
N -2.248 -0.966 0.952

=====

19
Properties=species:S:1:pos:R:3 method="wB97M-V/def2-TZVPD" e_tot_ev=-8915.15199 e_lumo_ev=3.93 total_charge=-1 gap_ha=0.254
C -0.718 0.539 0.556
C 0.745 0.115 0.117
C 1.954 1.049 0.286
C 1.085 -1.221 0.805
N -1.594 -0.568 0.153
C -2.075 -0.293 -1.512
O -2.484 0.967 -1.627
H -1.005 1.487 -0.053
H -0.413 0.953 1.569
H 0.803 -0.028 -0.988
H 2.246 1.322 1.285
H 2.907 0.778 -0.242
H 1.666 2.030 -0.279
H 1.286 -2.166 0.172
H 0.233 -1.539 1.280
H 1.790 -1.245 1.695
H -2.487 -0.372 0.550
H -2.765 -1.170 -1.588
H -1.174 -0.638 -2.181

=====

19
Properties=species:S:1:pos:R:3 method="wB97M-V/def2-TZVPD" e_tot_ev=-8913.21110 e_lumo_ev=3.49 total_charge=-1 gap_ha=0.222
C -2.833 0.398 -0.190
O -3.484 -0.244 -1.149
C -1.283 0.332 -0.400
C -0.443 0.834 0.765
C 1.034 0.835 0.401
C 3.991 -1.880 -0.410
N 2.022 0.397 1.137
H -3.053 1.502 -0.086
H -3.033 0.006 0.846
H -1.108 0.851 -1.342
H -1.094 -0.728 -0.565
H -0.689 1.859 1.053
H -0.522 0.154 1.618
H 1.176 0.953 -0.692
H 1.365 -0.450 0.836
H 3.075 -1.440 -0.019
H 3.815 -2.847 -0.866
H 4.152 -1.154 -1.201
H 4.811 -1.727 0.282

=====

19
Properties=species:S:1:pos:R:3 method="wB97M-V/def2-TZVPD" e_tot_ev=-8915.75346 e_lumo_ev=4.33 total_charge=-1 gap_ha=0.258
C -1.782 0.420 -0.914
O -0.941 -0.498 -0.344
C -3.074 0.551 -0.075
H -2.144 0.077 -1.895
H -1.333 1.446 -1.021
H -3.837 1.229 -0.446
H -2.917 0.794 0.995
H -3.630 -0.462 -0.107
N 1.859 1.108 1.368
C 1.500 -0.309 1.151
C 1.902 -1.430 -1.081
C 2.376 -0.822 0.021
H 1.184 1.626 1.862
H 1.960 1.539 0.434
H 0.431 -0.436 0.899
H 1.674 -0.842 2.114
H 2.501 -1.868 -1.898
H 0.818 -1.468 -1.205
H 3.454 -0.656 0.143

=====

19
Properties=species:S:1:pos:R:3 method="wB97M-V/def2-TZVPD" e_tot_ev=-8915.57027 e_lumo_ev=3.95 total_charge=-1 gap_ha=0.222
C 2.008 1.091 -0.031
C 1.523 -0.349 0.148
N 0.086 -0.499 -0.144
C -0.352 -1.824 -0.445
C -0.865 0.284 0.619
C -1.998 0.978 -0.213
O -2.652 0.083 -0.969
H 1.154 1.681 0.349
H 2.721 1.406 0.716
H 2.071 1.430 -1.053
H 1.636 -0.839 1.157
H 1.932 -1.010 -0.617
H -1.429 -1.790 -0.619
H 0.129 -2.184 -1.354
H -0.148 -2.519 0.392
H -0.334 1.099 1.131
H -1.475 -0.319 1.317
H -2.595 1.606 0.518
H -1.412 1.674 -0.901

=====

19
Properties=species:S:1:pos:R:3 method="wB97M-V/def2-TZVPD" e_tot_ev=-8916.51020 e_lumo_ev=4.29 total_charge=-1 gap_ha=0.251
C -1.101 -0.339 0.804
N 0.248 0.207 1.024
C 1.326 -0.513 0.342
C 1.107 -0.750 -1.176
C 0.994 0.625 -1.908
O 0.463 1.589 -1.154
C -2.078 0.454 1.684
H -1.134 -1.360 1.124
H -1.357 -0.236 -0.243
H 0.247 1.061 0.462
H 1.525 -1.470 0.827
H 2.180 0.136 0.497
H 0.137 -1.259 -1.253
H 1.965 -1.340 -1.534
H 0.415 0.408 -2.835
H 2.018 0.848 -2.256
H -2.285 1.440 1.229
H -1.603 0.534 2.672
H -3.066 -0.035 1.694

=====

19
Properties=species:S:1:pos:R:3 method="wB97M-V/def2-TZVPD" e_tot_ev=-8916.66690 e_lumo_ev=4.04 total_charge=-1 gap_ha=0.242
C -1.589 1.620 -0.242
O -1.905 2.057 0.956
C -0.728 0.305 -0.257
C 0.432 0.435 0.687
C 1.761 -0.216 0.228
C 1.625 -1.557 -0.445
N -1.579 -0.853 0.170
H -1.005 2.302 -0.933
H -2.454 1.333 -0.907
H -0.444 0.129 -1.304
H 0.205 -0.056 1.646
H 0.679 1.435 1.029
H 2.414 -0.355 1.084
H 2.209 0.481 -0.479
H 1.487 -2.398 0.247
H 2.487 -1.830 -1.047
H 0.761 -1.624 -1.104
H -1.936 -0.491 1.063
H -2.421 -0.717 -0.392

=====

19
Properties=species:S:1:pos:R:3 method="wB97M-V/def2-TZVPD" e_tot_ev=-8909.44986 e_lumo_ev="7.16 / 6.99" total_charge=-2 gap_ha="0.109 / 0.177" spin_multiplicity=2
C -0.684 -1.105 1.975
O -1.321 -0.010 2.273
C 0.797 -0.563 -0.001
C 0.487 0.708 -0.898
C 0.128 1.900 -0.003
C -0.725 0.206 -1.647
N 1.203 -1.682 -0.786
H -1.350 -2.049 1.747
H 0.115 -1.566 2.579
H 1.497 -0.194 0.773
H 1.283 0.784 -1.652
H 0.981 2.178 0.634
H -0.345 2.791 -0.451
H -0.544 1.417 0.724
H -1.631 0.212 -1.005
H -0.679 -0.844 -1.968
H -1.007 0.722 -2.591
H -0.240 -0.824 0.631
H 2.035 -2.082 -0.335

=====

Computed values of energy above the lowest of the compared OMol25 structures with the same formula, charge and spin (unit: kcal per mole) for the preceding records, in sequence: 155.2 44.1 88.8 30.2 34.4 12.8 9.1 74.0.